# C3H3Cl3

A molecular structure, C3H3Cl3 at a distorted geometry (ωB97M-V with the def2-TZVPD basis set, OMol25).

Calculated values
HOMO-LUMO gap	8.633	eV
lowest unoccupied orbital energy	-0.996	eV
HOMO energy	-9.629	eV
2S+1	1
largest force on an atom	2.76	eV/Å

Positions of all 9 atoms, in Å:
C (0.86758, -0.09575, 0.05516)
C (-2.35854, 0.27039, -1.15566)
C (1.99799, 0.34535, 0.56480)
Cl (-2.63578, -1.34792, -1.45696)
Cl (-0.07284, -1.05368, 1.22335)
Cl (-3.10620, 0.71027, 0.27031)
H (0.24419, 0.06147, -0.91491)
H (2.57691, 1.01942, -0.05063)
H (2.48668, 0.09046, 1.46455)

Atomic partial charges in e from the Mulliken method, atoms 1 to 6: number 1, C, carries 0.1248; number 2, C, carries -0.0525; number 3, C, carries -0.6847; number 4, Cl, carries 0.0161; number 5, Cl, carries -0.2132; number 6, Cl, carries 0.0084